(1)
Density functional theory data (the ωB97M-V functional and the def2-TZVPD basis) for a cluster of 5 separate species, C26H64BFN6O11S2 in total in a non-equilibrium geometry.

```
111
Properties=species:S:1:pos:R:3:forces:R:3:mulliken_charge:R:1
C 0.051 -11.807 4.394 -0.11 0.49 0.10 -0.861
B -1.033 -11.422 3.350 -0.06 -0.20 -0.49 0.142
O -1.123 -12.058 2.140 0.60 0.18 0.24 -0.455
N -2.046 -10.328 3.580 0.43 0.10 0.80 0.538
N -1.673 -9.421 4.643 -0.30 0.00 -0.43 -0.685
C -0.838 -8.586 4.327 0.12 -0.54 -0.05 0.536
S 0.330 -7.651 3.944 0.08 0.39 0.10 -0.310
S -3.616 -10.820 3.730 -0.34 0.87 -0.66 1.119
O -4.064 -11.248 2.459 0.10 -0.21 0.13 -0.533
O -4.331 -9.889 4.516 0.06 -0.16 0.07 -0.553
F -3.426 -12.107 4.590 -0.06 -0.31 0.25 -0.214
H -0.047 -12.856 4.672 0.04 -0.07 -0.08 0.331
H 1.029 -11.666 3.927 0.07 -0.17 0.01 0.282
H 0.020 -11.189 5.288 -0.01 -0.12 0.13 0.327
H -0.941 -11.442 1.419 -0.63 -0.18 -0.18 0.310
C -3.407 -6.460 3.125 0.15 0.20 -0.06 -0.643
O -2.541 -6.668 2.021 -0.17 -0.07 0.10 -0.239
C -3.033 -7.573 1.039 0.21 -0.09 -0.06 -0.678
C -3.440 -6.854 -0.228 -0.09 0.16 0.02 -0.185
N -4.638 -6.054 -0.027 0.13 0.07 0.03 -0.269
C -4.955 -5.131 -1.112 -0.15 -0.06 0.12 -0.809
C -3.947 -4.044 -1.466 0.00 0.05 -0.21 -0.555
O -3.794 -3.040 -0.483 0.04 -0.17 0.06 -0.294
C -2.928 -3.354 0.594 -0.03 0.16 0.03 -0.639
H -2.834 -5.930 3.886 0.02 -0.01 -0.02 0.225
H -4.271 -5.840 2.862 -0.04 -0.06 0.01 0.329
H -3.761 -7.400 3.545 -0.07 -0.15 0.04 0.227
H -3.856 -8.174 1.435 -0.09 0.04 0.02 0.351
H -2.211 -8.254 0.793 -0.01 -0.02 0.04 0.252
H -3.636 -7.597 -1.007 0.00 0.01 -0.02 0.393
H -2.580 -6.250 -0.549 0.05 -0.09 -0.04 0.177
H -4.545 -5.527 0.831 -0.01 -0.01 0.01 0.038
H -5.889 -4.632 -0.843 -0.02 0.00 -0.05 0.378
H -5.159 -5.718 -2.014 0.04 0.00 -0.02 0.441
H -4.329 -3.529 -2.352 0.00 0.01 0.01 0.379
H -2.968 -4.454 -1.745 0.01 -0.05 0.10 0.349
H -2.100 -3.992 0.273 -0.02 -0.05 0.00 0.369
H -3.462 -3.836 1.417 0.05 -0.07 -0.01 0.105
H -2.528 -2.414 0.973 -0.02 0.01 -0.02 0.323
C -3.372 4.018 0.747 0.01 0.04 0.09 -0.769
O -4.768 3.832 0.843 0.12 -0.04 -0.05 -0.358
C -5.413 3.558 -0.395 -0.23 0.10 -0.02 -0.756
C -5.873 2.119 -0.482 0.14 -0.13 0.09 -0.210
N -4.747 1.203 -0.599 -0.10 0.03 0.13 -0.197
C -5.075 -0.214 -0.434 0.19 0.25 -0.08 -0.671
C -5.676 -0.673 0.887 -0.19 -0.19 -0.05 -0.601
O -4.787 -0.623 1.990 0.04 0.05 0.00 -0.421
C -4.653 0.639 2.611 0.07 -0.09 0.07 -0.569
H -3.031 4.427 1.697 -0.04 0.00 0.03 0.298
H -2.839 3.074 0.575 0.04 0.04 -0.09 0.277
H -3.113 4.722 -0.049 0.03 -0.05 -0.04 0.414
H -4.763 3.813 -1.237 0.06 -0.05 0.02 0.339
H -6.294 4.204 -0.442 0.02 0.02 -0.01 0.409
H -6.512 2.008 -1.364 -0.02 -0.02 0.01 0.353
H -6.489 1.919 0.405 -0.09 0.05 -0.05 0.176
H -4.047 1.454 0.084 0.02 0.00 0.00 0.031
H -4.157 -0.777 -0.578 0.00 -0.06 -0.07 0.338
H -5.754 -0.505 -1.243 -0.04 0.00 0.03 0.386
H -5.930 -1.728 0.767 0.03 -0.01 0.01 0.329
H -6.611 -0.152 1.131 0.07 0.11 0.03 0.429
H -5.587 1.207 2.584 0.00 0.03 -0.04 0.296
H -3.857 1.237 2.158 -0.06 0.07 -0.02 0.152
H -4.382 0.464 3.653 -0.02 -0.02 0.00 0.311
C 3.449 2.647 -2.207 -0.05 -0.07 0.02 -0.626
O 2.891 2.610 -0.911 0.02 0.10 -0.14 -0.377
C 3.406 3.585 -0.013 0.06 -0.11 0.26 -0.206
C 2.395 4.669 0.284 -0.11 0.05 -0.19 -0.446
N 2.170 5.523 -0.875 -0.07 -0.10 0.03 -0.163
C 1.032 6.430 -0.762 0.17 0.01 -0.18 -1.125
C -0.358 5.836 -0.574 -0.19 0.16 0.18 -0.177
O -0.871 5.139 -1.690 0.06 -0.04 -0.03 -0.430
C -0.439 3.798 -1.829 -0.10 0.01 -0.09 -0.577
H 3.139 1.738 -2.720 -0.02 -0.01 0.01 0.252
H 3.098 3.505 -2.791 0.08 0.03 0.01 0.279
H 4.543 2.670 -2.169 0.01 0.03 -0.01 0.264
H 4.339 4.012 -0.392 -0.02 0.03 -0.06 -0.151
H 3.635 3.065 0.921 0.03 0.00 -0.01 0.428
H 2.771 5.285 1.108 -0.02 0.00 0.02 0.441
H 1.476 4.174 0.627 0.04 -0.01 0.10 0.218
H 2.043 4.943 -1.694 0.01 -0.01 -0.01 0.053
H 1.008 7.027 -1.677 -0.01 0.05 0.03 0.383
H 1.225 7.123 0.063 -0.03 -0.03 0.04 0.436
H -1.043 6.674 -0.418 -0.01 0.00 0.00 0.432
H -0.428 5.212 0.327 0.09 -0.08 -0.04 0.302
H -0.283 3.320 -0.858 0.05 0.00 0.01 0.227
H 0.480 3.725 -2.418 0.04 -0.04 0.08 0.255
H -1.219 3.256 -2.363 -0.02 0.02 0.02 0.327
C 7.271 8.708 -3.752 -0.08 -0.02 -0.01 -0.718
O 6.989 7.379 -4.138 0.07 0.08 0.08 -0.324
C 8.114 6.629 -4.574 -0.05 -0.15 -0.18 -0.816
C 8.500 5.564 -3.571 -0.01 0.07 0.18 -0.088
N 9.065 6.143 -2.361 -0.15 -0.03 0.00 -0.320
C 9.226 5.212 -1.248 0.12 0.18 -0.01 -0.820
C 7.986 4.529 -0.682 0.04 -0.21 0.07 -0.258
O 7.097 5.389 0.002 -0.04 0.02 -0.03 -0.443
C 6.202 6.124 -0.812 -0.04 0.06 0.20 -0.523
H 6.318 9.224 -3.650 -0.02 -0.02 0.00 0.235
H 7.794 8.762 -2.790 0.07 0.02 -0.04 0.293
H 7.869 9.225 -4.508 0.03 0.01 0.01 0.339
H 8.961 7.285 -4.794 0.02 0.03 0.08 0.401
H 7.823 6.132 -5.503 0.02 0.03 -0.02 0.389
H 9.244 4.904 -4.027 0.00 -0.03 0.01 0.381
H 7.600 4.966 -3.371 0.01 -0.05 -0.09 0.076
H 8.484 6.914 -2.059 0.00 0.01 -0.01 0.107
H 9.691 5.767 -0.430 0.04 -0.04 0.01 0.360
H 9.938 4.437 -1.550 -0.03 -0.04 -0.02 0.414
H 8.329 3.810 0.066 -0.01 0.00 0.01 0.386
H 7.446 3.951 -1.444 -0.02 0.09 -0.06 0.189
H 5.906 5.562 -1.702 0.03 0.04 -0.05 0.254
H 6.625 7.088 -1.109 -0.01 -0.04 -0.13 0.245
H 5.310 6.328 -0.219 -0.02 -0.03 -0.02 0.235
```
Forces are in eV/Å.

Properties
- LUMO energy (eV) = -0.64
- frontier orbital gap (eV) = 7.8
- F_max (eV Å⁻¹) = 1.144

(2)
Density functional theory data (the ωB97M-V functional and the def2-TZVPD basis) for a structure of composition C19H27FNPdSi.

```
50
Properties=species:S:1:pos:R:3:forces:R:3:mulliken_charge:R:1
Pd -0.311 1.413 0.409 -0.02 -0.30 0.35 -0.016
C 2.645 2.733 -1.515 0.00 -0.01 -0.06 -1.582
C 3.316 1.792 -0.515 -0.02 -0.03 -0.04 0.393
C 4.658 2.373 -0.059 0.01 0.03 0.01 -1.452
C 2.442 1.463 0.678 0.09 0.07 0.09 0.805
C 1.449 2.381 1.124 -0.13 -0.12 0.04 -0.807
C 0.655 2.045 2.254 0.00 -0.11 -0.28 -1.345
C 0.884 0.830 2.952 0.09 0.05 0.13 1.396
C 0.002 0.462 4.115 0.00 0.01 0.01 -1.510
C 1.911 0.007 2.545 -0.08 0.00 0.03 -0.832
C 2.670 0.315 1.406 0.02 0.01 -0.09 -0.361
H 3.179 2.722 -2.468 0.02 0.03 0.02 0.458
H 2.647 3.764 -1.150 -0.03 -0.01 0.01 0.324
H 1.608 2.441 -1.691 0.01 -0.02 -0.01 0.263
H 3.518 0.849 -1.032 -0.01 -0.02 0.02 0.400
H 4.492 3.288 0.516 0.01 0.00 -0.01 0.340
H 5.294 2.619 -0.914 0.00 0.00 0.00 0.405
H 5.196 1.672 0.582 -0.01 0.00 0.00 0.364
H 1.444 3.397 0.746 -0.01 0.00 -0.01 0.344
H 0.023 2.797 2.714 -0.02 0.00 -0.01 0.349
H -0.840 -0.152 3.786 -0.01 0.01 -0.02 0.224
H -0.413 1.352 4.592 0.02 -0.01 0.00 0.344
H 0.554 -0.105 4.867 -0.01 -0.01 -0.01 0.420
H 2.092 -0.919 3.079 0.02 0.00 0.00 0.320
H 3.436 -0.378 1.069 -0.01 -0.01 0.01 0.377
C -4.307 1.555 1.299 -0.06 -0.05 0.14 -1.017
Si -3.335 1.486 -0.312 -0.09 -0.11 -0.01 0.181
C -4.614 1.252 -1.683 -0.05 -0.04 -0.09 -1.125
C -2.538 3.162 -0.591 0.02 0.04 -0.03 -0.811
N -2.099 0.315 -0.292 0.33 0.31 -0.05 -0.153
C -2.241 -1.028 -0.239 -0.25 -0.02 0.04 0.034
C -3.483 -1.709 -0.138 0.00 0.02 0.04 0.266
C -3.602 -3.089 -0.082 0.07 0.04 -0.01 -1.025
C -2.478 -3.901 -0.125 0.03 0.07 0.00 -0.324
C -1.235 -3.279 -0.233 -0.01 -0.05 0.00 -0.675
C -1.139 -1.910 -0.291 0.11 -0.12 -0.05 0.545
F 0.103 -1.385 -0.429 0.06 0.00 0.00 -0.221
H -4.982 2.416 1.341 0.02 0.00 -0.02 0.347
H -3.609 1.621 2.138 -0.02 0.02 0.00 0.228
H -4.906 0.651 1.435 0.00 0.02 0.04 0.330
H -5.320 2.088 -1.689 0.01 -0.01 -0.01 0.330
H -5.187 0.329 -1.570 -0.01 0.01 -0.03 0.326
H -4.120 1.217 -2.659 -0.02 0.01 0.01 0.291
H -2.952 3.725 -1.432 -0.01 -0.04 -0.01 0.337
H -1.478 2.936 -0.779 -0.05 0.34 -0.13 -0.015
H -2.588 3.784 0.306 0.03 0.01 -0.02 0.308
H -4.380 -1.105 -0.090 -0.04 -0.01 0.02 0.136
H -4.589 -3.532 0.000 -0.01 0.01 0.00 0.365
H -2.557 -4.979 -0.079 0.01 -0.01 0.00 0.339
H -0.317 -3.854 -0.280 0.00 0.00 0.00 0.382
```
Forces are in eV/Å.

Properties
- LUMO energy (eV) = 3.22
- total charge = -1
- frontier orbital gap (eV) = 6.5
- F_max (eV Å⁻¹) = 0.466

(3)
Density functional theory data (the ωB97M-V functional and the def2-TZVPD basis) for a structure of composition C21H31O3Pt in a non-equilibrium geometry.

```
56
Properties=species:S:1:pos:R:3:forces:R:3:lowdin_spin:R:1
O 0.251 0.026 -4.385 -0.20 0.36 -1.16 0.000
C 0.164 1.326 -5.044 0.21 0.46 0.55 0.000
C -0.049 0.749 -6.438 0.10 -0.30 0.67 0.000
H 1.115 1.853 -4.916 -0.24 0.15 0.02 0.000
H -0.675 1.921 -4.673 0.18 -0.01 0.17 0.000
C 0.126 -0.602 -5.701 -0.07 -0.51 -0.85 0.000
H 0.763 0.972 -7.136 -0.43 0.00 -0.06 0.000
H -1.054 0.909 -6.845 0.41 0.02 -0.08 0.000
C 1.394 -1.305 -6.136 0.22 -0.18 0.20 0.000
H 2.243 -0.612 -6.126 -0.10 -0.12 0.01 0.000
H 1.258 -1.675 -7.159 0.09 0.05 0.19 0.000
H 1.632 -2.155 -5.484 -0.08 0.14 -0.11 0.000
C -1.078 -1.510 -5.801 -0.12 -0.21 0.21 0.000
H -1.992 -0.985 -5.508 0.12 -0.05 0.00 0.000
H -0.958 -2.393 -5.162 -0.04 0.14 -0.09 0.000
H -1.194 -1.851 -6.836 0.02 0.05 0.17 0.000
Pt 0.037 -0.158 3.689 -0.81 -0.31 -2.92 1.245
C -2.118 -0.840 4.447 -0.51 1.56 0.85 0.273
C -1.752 0.555 4.625 -1.00 -0.22 -0.47 0.051
C -1.781 1.170 3.292 -2.23 -0.37 0.94 0.259
H -1.633 1.069 5.575 0.11 -0.20 -0.32 0.001
C -2.342 0.197 2.386 -0.13 0.02 0.68 0.231
C -2.548 -1.009 3.092 -0.37 0.22 -0.94 0.304
H -3.033 -1.899 2.691 0.29 0.25 0.09 0.010
H -2.190 -1.551 5.268 -0.04 0.20 -0.34 0.007
H -1.659 2.236 3.104 0.15 -0.41 -0.02 0.013
H -2.663 0.419 1.373 0.33 -0.21 0.11 0.006
C 1.041 -1.855 4.868 0.83 -0.02 0.10 0.177
C 0.149 -2.510 3.949 0.98 -0.92 0.31 0.260
C 0.623 -2.276 2.622 0.48 0.18 -0.26 0.197
H -0.701 -3.137 4.219 0.43 0.19 -0.10 0.007
C 1.723 -1.363 2.687 0.70 -1.19 0.70 0.181
C 2.003 -1.101 4.089 0.21 -1.83 -0.18 0.179
H 2.832 -0.509 4.464 -0.26 -0.19 0.01 0.005
H 1.058 -1.978 5.955 -0.19 0.31 -0.54 0.006
H 0.277 -2.783 1.721 -0.12 0.47 0.31 0.005
H 2.337 -1.018 1.858 -0.42 0.01 0.22 0.008
O 0.262 0.378 0.835 0.15 0.35 -0.21 0.046
C -0.162 -0.530 -0.203 0.06 -0.39 0.29 0.003
C -0.496 0.306 -1.421 -0.34 0.40 -0.14 0.002
H -1.023 -1.101 0.183 0.27 0.11 -0.18 0.000
H 0.666 -1.229 -0.403 -0.19 0.14 0.03 0.000
C 0.349 1.582 -1.214 0.26 -0.50 -0.41 0.001
H -1.569 0.560 -1.427 0.30 -0.06 0.01 0.000
H -0.258 -0.196 -2.363 -0.11 0.14 0.25 0.000
C 0.377 1.712 0.295 -0.04 0.25 0.42 0.002
H -0.060 2.460 -1.730 0.08 -0.22 0.23 0.000
H 1.366 1.403 -1.601 -0.32 0.11 0.13 0.000
H -0.480 2.297 0.668 0.20 -0.01 -0.11 0.000
H 1.310 2.158 0.679 -0.36 -0.14 -0.12 0.000
C 1.462 2.553 3.804 0.49 0.89 -0.18 0.093
C 0.891 1.434 4.609 0.89 0.94 3.86 0.288
O 0.930 1.383 5.831 0.27 0.70 -1.94 0.128
H 2.212 2.171 3.095 -0.32 0.10 0.14 0.000
H 1.941 3.257 4.499 -0.09 -0.07 -0.25 0.014
H 0.673 3.075 3.239 0.29 -0.27 0.12 0.000
```
Forces are in eV/Å.

Properties
- LUMO energy (alpha / beta) (eV) = -1.96 / -6.03
- total charge = +1
- frontier orbital gap (alpha / beta) (eV) = 6.7 / 5.5
- F_max (eV Å⁻¹) = 4.074
- 2S+1 = 5

(4)
Density functional theory data (the ωB97M-V functional and the def2-TZVPD basis) for an isolated molecule of C8H14N2O2S2 in a non-equilibrium geometry.

```
28
Properties=species:S:1:pos:R:3:forces:R:3:mulliken_charge:R:1
C -0.403 -1.047 -1.585 0.68 1.38 -3.74 -1.617
C -0.205 0.398 -1.153 0.36 0.52 -0.97 1.507
C -1.500 1.112 -1.481 -0.65 1.11 -1.50 -1.496
C 0.996 1.164 -1.812 -1.24 2.02 0.07 -1.349
N 0.036 0.340 0.364 -0.16 1.02 -0.04 0.112
C 1.006 -0.530 0.831 -0.26 -0.71 0.52 0.123
N 2.260 -0.503 0.540 -1.33 1.52 -1.11 -0.540
C 2.909 -1.595 0.953 -4.87 -0.27 2.11 -0.508
C 2.132 -2.434 1.694 -0.04 0.72 -0.70 -0.554
S 0.464 -1.924 1.814 2.35 0.26 -0.79 -0.058
S -0.650 1.287 1.573 0.79 -0.74 0.19 1.156
C -2.214 0.368 1.838 0.76 -0.97 0.07 -0.830
O -0.852 2.605 1.032 -0.25 -0.46 0.63 -0.621
O 0.161 1.085 2.773 -1.21 0.38 -1.59 -0.597
H 0.291 -1.638 -1.122 1.76 -1.86 1.06 0.526
H -1.389 -1.349 -1.316 -0.68 -0.49 -0.10 0.407
H -0.163 -1.154 -2.765 -1.01 0.28 2.68 0.294
H -2.336 0.462 -1.713 -0.10 -0.32 0.42 0.320
H -1.552 1.864 -2.339 0.95 -1.10 0.90 0.336
H -1.678 1.712 -0.642 -1.05 0.99 0.87 0.426
H 1.158 0.880 -2.893 0.02 0.05 1.35 0.333
H 0.705 2.339 -1.834 0.82 -2.73 0.22 0.281
H 1.829 1.019 -1.113 0.24 0.14 -0.97 0.389
H 3.824 -1.730 0.620 4.47 -0.85 -1.01 0.567
H 2.567 -3.302 2.051 0.09 -1.76 1.07 0.460
H -2.321 0.451 2.950 -0.28 -0.47 -1.05 0.406
H -3.039 0.864 1.304 0.35 -0.25 0.19 0.317
H -2.037 -0.743 1.430 -0.52 2.60 1.21 0.209
```
Forces are in eV/Å.

Properties
- LUMO energy (eV) = 0.45
- frontier orbital gap (eV) = 9.4
- F_max (eV Å⁻¹) = 5.314